w.
The following is a quantum chemistry calculation of C5H6ClN3O2 in the gas phase, from the Open Molecules 2025 dataset.

Element x y z (Å)
C1 0.98361 0.68583 -1.49839
C2 0.01014 1.40616 -0.89394
C3 1.40059 -0.55196 -0.89921
C4 -0.19661 -0.43661 0.82535
C5 -0.58640 0.92308 0.30392
N1 0.89517 -1.07274 0.14665
N2 -1.38146 -1.31307 0.84993
N3 -1.54897 1.61230 0.87923
O1 -2.20793 1.03522 1.95350
O2 -1.91895 2.73468 0.57802
Cl1 -2.12860 -1.48287 -0.74924
H1 1.43243 1.00371 -2.42411
H2 -0.36056 2.33640 -1.29693
H3 2.20424 -1.11228 -1.36110
H4 0.10153 -0.37063 1.88922
H5 -1.08395 -2.24922 1.12073
H6 -2.20307 0.06013 1.84954

Computed properties:
structure (SMILES)	[O-]/[N+](O)=C1\C=CC=N[C@@H]1NCl
multiplicity	1

x.
The following is a quantum chemistry calculation of 2 unconnected molecules or ions with the total composition C5H6ClN3O2, from the Open Molecules 2025 dataset.

Element x y z (Å)
C1 -0.26233 -0.99383 0.28846
C2 1.92043 -0.89261 1.01404
C3 5.14273 -1.54053 -0.78308
C4 3.07814 1.21456 0.65839
C5 -0.33258 -0.00186 -0.62700
N1 0.86659 -1.55352 0.90775
N2 2.01314 0.49405 0.82002
N3 -1.47595 0.53491 -1.22006
O1 5.01373 -1.40710 -1.91476
O2 5.29930 -1.64939 0.34688
Cl1 2.77261 2.83380 0.54650
H1 -1.21313 -1.32127 0.63537
H2 2.76385 -1.43912 1.52139
H3 0.67013 0.27921 -1.19539
H4 1.05111 0.85045 0.65323
H5 -1.22366 1.49863 -1.43495
H6 -2.26065 0.42276 -0.58187

Computed properties:
multiplicity	1

Stability summary - winner: x; margin: 2.240 eV.

w.
The following is a quantum chemistry calculation of C6H6N2O3 in the gas phase, from the Open Molecules 2025 dataset.

Element x y z (Å)
C1 -0.17928 0.19651 -0.10436
C2 1.31875 -0.07004 0.10594
C3 -1.03834 1.06862 0.66684
C4 -2.26841 -0.73696 -0.10602
C5 0.94562 0.62495 -0.96661
C6 2.42777 -0.70114 0.95467
N1 -2.28907 0.42251 0.66046
N2 -0.99741 -0.82857 -0.55097
O1 -0.75733 2.12107 1.16702
O2 -3.20235 -1.43552 -0.33658
O3 1.29402 1.02278 -2.13804
H1 2.02908 -1.03706 2.00932
H2 3.09504 0.04070 1.09242
H3 2.83543 -1.64397 0.47784
H4 -3.18385 0.85220 0.88560
H5 -0.80672 -1.59132 -1.23161
H6 0.77704 1.69522 -2.58591

Computed properties:
structure (SMILES)	CC1=C(O)[C@@]12NC(=O)NC2=O
multiplicity	1

x.
The following is a quantum chemistry calculation of C6H6N2O3 in the gas phase, from the Open Molecules 2025 dataset.

Element x y z (Å)
C1 1.54174 0.85430 -0.39583
C2 0.15440 0.59192 0.04056
C3 2.12200 2.02527 -0.21699
C4 2.33426 -1.44585 0.03637
C5 0.04955 -0.62367 0.60054
C6 -0.72476 1.85063 0.16563
N1 2.18366 -0.37214 -0.82610
N2 1.14875 -1.58932 0.71560
O1 2.31815 3.12866 0.11917
O2 3.24486 -2.18842 0.31459
O3 -1.05495 -0.96839 1.24807
H1 -1.68019 1.74338 0.80383
H2 -1.08154 2.13996 -0.77679
H3 -0.13559 2.68480 0.65903
H4 2.90788 -0.25917 -1.57649
H5 1.08166 -2.33658 1.48752
H6 -1.66095 -1.55928 0.74108

Computed properties:
structure (SMILES)	CC1=C(O)NC(=O)NC1=C=O
multiplicity	1

Stability summary - winner: w; margin: 0.248 eV.

w.
The following is a quantum chemistry calculation of C19H25N3O3S in the gas phase, from the Open Molecules 2025 dataset.

Element x y z (Å)
C1 -5.26143 -0.84676 -1.88309
H1 -5.29593 -0.68360 -0.80173
O1 -3.93550 -0.92346 -2.36292
C2 -3.24214 -2.08529 -2.00393
C3 -2.81796 -2.13753 -0.52235
N1 -2.08306 -0.94189 -0.16342
C4 -0.80584 -0.72349 -0.56029
N2 -0.16105 0.37378 -0.46628
C5 -0.79212 1.44867 0.10457
C6 -0.14402 2.68630 0.15997
C7 -0.75789 3.75327 0.77507
C8 -2.02396 3.61722 1.34282
C9 -2.68475 2.41197 1.27498
C10 -2.07911 1.31985 0.65108
C11 -2.79309 0.05902 0.52073
O2 -3.91571 -0.15435 0.93051
H2 -3.67257 2.28125 1.69011
H3 -2.48734 4.46273 1.82825
H4 -0.25336 4.70735 0.81901
H5 0.82983 2.78733 -0.29213
S1 0.10680 -2.10433 -1.24648
C12 0.58984 -2.85500 0.35441
H6 -0.29438 -3.29816 0.81452
H7 1.30814 -3.63725 0.11862
C13 1.13369 -1.80782 1.31575
O3 0.43686 -1.44435 2.24814
N3 2.38253 -1.36100 1.11127
C14 3.19792 -1.57466 -0.06253
H8 2.78069 -2.35562 -0.69389
C15 3.30711 -0.27159 -0.85599
H9 3.91908 -0.43960 -1.74327
C16 3.91347 0.82999 0.01362
C17 4.01106 2.14158 -0.75834
H10 4.66995 2.03077 -1.61653
H11 3.03068 2.44138 -1.12061
H12 4.40280 2.93286 -0.12317
C18 3.05417 0.98434 1.26964
C19 2.92594 -0.35075 1.99868
H13 2.25402 -0.26225 2.85347
H14 3.90842 -0.69171 2.34477
H15 3.48931 1.72388 1.94366
H16 2.05597 1.31896 0.98707
H17 4.92373 0.52605 0.31558
H18 2.30648 0.02801 -1.17410
H19 4.19407 -1.89155 0.27109
H20 -3.69489 -2.16724 0.12836
H21 -2.21521 -3.03111 -0.35989
H22 -2.34838 -2.09239 -2.63566
H23 -3.84026 -2.98379 -2.21950
H24 -5.82013 -1.75616 -2.13345
H25 -5.71250 0.00617 -2.38619

Computed properties:
structure (SMILES)	COCCn1c(SCC(=O)N2CCC(C)CC2)nc2ccccc2c1=O
multiplicity	1

x.
The following is a quantum chemistry calculation of C19H25N3O3S in the gas phase, from the Open Molecules 2025 dataset.

Element x y z (Å)
C1 0.96014 4.15937 1.74360
H1 1.58414 3.78048 2.55560
H2 0.08285 4.66608 2.13764
H3 1.55652 4.84130 1.13424
O1 0.47322 3.08630 0.95042
C2 1.42546 2.32911 0.36108
O2 2.60514 2.57082 0.50186
C3 0.91594 1.24798 -0.47180
C4 -0.38078 0.92200 -0.68145
N1 -0.69978 -0.04661 -1.59127
C5 0.18510 -0.59018 -2.51590
O3 -0.20747 -1.31100 -3.40557
N2 1.46526 -0.19871 -2.35310
H4 2.13305 -0.63850 -2.96795
C6 1.99889 0.43086 -1.15569
C7 2.54857 -0.61075 -0.19088
C8 1.68008 -1.58738 0.27896
C9 2.09110 -2.57928 1.15564
C10 3.41644 -2.57711 1.56667
C11 4.28994 -1.61266 1.10244
C12 3.88307 -0.61884 0.21974
C13 4.87112 0.40502 -0.24919
H5 5.84046 0.23151 0.21092
H6 4.52981 1.40219 0.02259
H7 4.99498 0.36430 -1.33112
H8 5.31920 -1.63126 1.43161
H9 3.76768 -3.33607 2.25099
C14 1.11972 -3.60473 1.65745
H10 0.37299 -3.83391 0.90015
H11 1.63378 -4.52183 1.93469
H12 0.60106 -3.22874 2.54049
H13 0.65224 -1.58452 -0.05457
H14 2.80202 1.10694 -1.46102
H15 -1.68754 -0.24526 -1.70488
C15 -1.58724 1.52945 -0.01011
N3 -2.70056 0.59506 -0.05595
C16 -2.55001 -0.44517 0.95203
C17 -3.48017 -1.61409 0.67499
H16 -3.32251 -2.41402 1.39552
H17 -3.33760 -1.99805 -0.33592
S1 -5.21567 -1.09954 0.84503
C18 -5.10416 0.26239 -0.35384
C19 -4.00074 1.23621 0.03046
H18 -4.01787 2.07456 -0.67212
H19 -4.19842 1.62756 1.04332
H20 -6.07367 0.75623 -0.35119
H21 -4.91441 -0.16914 -1.33728
H22 -1.51624 -0.80053 0.92756
H23 -2.75221 -0.05227 1.96366
H24 -1.33658 1.82818 1.01542
H25 -1.85955 2.43672 -0.55772

Computed properties:
structure (SMILES)	COC(=O)C1=C(CN2CCSCC2)NC(=O)N[C@@H]1c1cc(C)ccc1C
multiplicity	1

Stability summary - winner: x; margin: 0.358 eV.

w.
The following is a quantum chemistry calculation of a gas-phase ion, C5H15N3 (charge -1), from the Open Molecules 2025 dataset.

Element x y z (Å)
N1 -1.40391 -2.94548 -0.46415
C1 -1.49624 -1.45951 -0.56706
C2 -0.56959 -0.70613 0.51992
N2 -0.43554 0.68911 0.19639
C3 -1.57352 1.48604 0.61106
C4 0.78175 1.46607 0.17102
C5 1.97133 0.95456 -0.76095
N3 2.89582 0.05457 -0.01066
H1 -2.26432 -3.30538 -0.07871
H2 -0.59951 -3.10772 0.14248
H3 -2.53045 -1.13734 -0.42872
H4 -0.98298 -1.14606 -1.49657
H5 0.44061 -1.10984 0.46074
H6 -1.04441 -1.06900 1.44514
H7 -2.37775 0.93133 1.07163
H8 -1.99538 1.85980 -0.35377
H9 -1.36954 2.32627 1.24800
H10 1.04777 1.72665 1.22212
H11 0.51056 2.42018 -0.37168
H12 1.46055 0.31703 -1.44718
H13 2.57600 1.77482 -1.19008
H14 3.45419 0.36622 0.76766
H15 3.50457 -0.38618 -0.68663

Computed properties:
multiplicity	2
charge	-1

x.
The following is a quantum chemistry calculation of a gas-phase ion, C5H15N3 (charge -1), from the Open Molecules 2025 dataset.

Element x y z (Å)
C1 -0.58101 -0.51991 0.13172
N1 0.53802 -1.10979 -0.59179
C2 0.13147 -2.00766 -1.63968
N2 1.20544 -2.99775 -1.88633
C3 -0.13117 0.64051 1.01635
C4 -0.30419 0.35633 2.50412
N3 -0.80753 1.89256 0.69288
C5 -0.20241 2.69753 -0.35723
H1 -1.39015 -0.16605 -0.51991
H2 -1.09311 -1.29711 0.71201
H3 1.09966 -0.34775 -0.96657
H4 0.04025 -1.42067 -2.56215
H5 -0.77414 -2.55237 -1.39641
H6 1.42453 -3.08330 -2.86785
H7 2.03492 -2.78438 -1.35493
H8 0.93977 0.81100 0.83641
H9 0.12240 -0.61747 2.74160
H10 0.29399 1.05689 3.09406
H11 -1.35649 0.36111 2.79299
H12 -1.13080 2.36084 1.52369
H13 0.89378 2.60243 -0.36358
H14 -0.37420 3.76925 -0.20973
H15 -0.57905 2.35577 -1.32967

Computed properties:
multiplicity	2
charge	-1

Stability summary - winner: x; margin: 0.965 eV.